{
  "formula": "C6H6N2",
  "method": "wB97M-V/def2-TZVPD",
  "symbols": ["C", "C", "C", "C", "N", "C", "N", "C", "H", "H", "H", "H", "H", "H"],
  "xyz": [[0.533, -0.149, 1.576], [0.112, 0.613, 0.185], [-0.451, 1.743, -0.380], [-0.819, 1.298, -1.617], [-0.676, -0.023, -1.767], [-0.063, -0.514, -0.714], [0.248, -1.693, -0.289], [0.411, -1.578, 1.133], [0.916, 0.236, 2.539], [-0.589, 2.812, -0.082], [-1.229, 1.773, -2.415], [-0.740, -0.421, -2.746], [1.215, -2.271, 1.463], [-0.552, -2.112, 1.341]],
  "multiplicity": 1,
  "total_energy_ev": -9295.9638,
  "smiles": "C1=c2cc[nH]c2=NC1",
  "max_force_ev_per_a": 8.83
}

=====

{
  "formula": "C6H6N2",
  "method": "wB97M-V/def2-TZVPD",
  "symbols": ["C", "C", "C", "C", "C", "C", "N", "N", "H", "H", "H", "H", "H", "H"],
  "xyz": [[-1.422, -1.284, 0.232], [-2.145, -0.034, 0.300], [-0.574, 1.482, -0.590], [0.598, 1.240, -0.061], [-0.186, -1.471, -0.162], [1.767, 1.090, 0.475], [-1.805, 1.121, -0.095], [0.969, -1.801, -0.290], [-1.984, -2.167, 0.495], [-3.151, -0.110, 0.700], [-0.649, 2.148, -1.445], [2.419, 0.278, 0.187], [2.143, 1.754, 1.238], [1.448, -1.940, -1.165]],
  "multiplicity": 1,
  "total_energy_ev": -9295.6212,
  "max_force_ev_per_a": 1.13
}

=====

{
  "formula": "C6H6N2",
  "method": "wB97M-V/def2-TZVPD",
  "symbols": ["C", "C", "C", "C", "C", "C", "N", "N", "H", "H", "H", "H", "H", "H"],
  "xyz": [[-1.736, 1.617, 0.179], [-0.635, 0.655, -0.171], [-0.083, 0.087, -1.267], [0.948, -0.887, -1.044], [1.087, -1.212, 0.264], [1.953, -2.058, 0.952], [2.762, -2.614, 1.599], [0.079, -0.263, 0.879], [-2.251, 1.932, -0.734], [-1.495, 2.561, 0.607], [-2.349, 1.178, 0.879], [0.017, 0.524, -2.319], [1.687, -1.348, -1.665], [0.017, -0.171, 1.841]],
  "multiplicity": 1,
  "total_energy_ev": -9297.0592,
  "smiles": "Cc1ccc(C#N)[nH]1",
  "max_force_ev_per_a": 6.55
}

=====

{
  "formula": "C6H6N2O",
  "method": "wB97M-V/def2-TZVPD",
  "symbols": ["C", "C", "C", "C", "C", "C", "H", "H", "H", "H", "H", "H", "N", "N", "O"],
  "xyz": [[-1.185, 1.754, -0.024], [-0.987, 0.273, -0.111], [-1.651, -0.831, -0.242], [-0.657, -2.079, -0.092], [0.487, -0.247, -0.133], [2.755, 0.036, 0.192], [-1.688, 2.414, -1.406], [-0.103, 2.144, 0.657], [-2.339, 1.912, 0.759], [-2.620, -1.007, -0.536], [-0.889, -3.076, 0.240], [2.761, 0.030, 1.386], [0.648, -1.704, -0.036], [1.539, 0.503, -0.254], [3.927, -0.123, -0.400]],
  "multiplicity": 1,
  "total_energy_ev": -11339.7500,
  "max_force_ev_per_a": 7.38
}

=====

{
  "formula": "C6H6N2O2",
  "method": "wB97M-V/def2-TZVPD",
  "symbols": ["C", "C", "C", "C", "C", "C", "H", "H", "H", "H", "H", "H", "N", "N", "O", "O"],
  "xyz": [[-3.151, -0.340, 0.265], [-0.984, 0.371, -0.333], [0.466, 0.166, -0.186], [1.251, 1.348, 0.118], [3.001, -0.018, -0.078], [2.250, -1.339, -0.036], [-2.949, 1.039, 0.626], [-3.896, -0.509, -0.942], [-3.841, -1.075, 1.299], [0.856, 2.254, 0.537], [3.926, -0.351, -0.341], [2.763, -2.290, -0.190], [2.544, 1.160, 0.200], [0.982, -1.108, -0.347], [-1.795, -0.744, -0.038], [-1.422, 1.435, -0.554]],
  "multiplicity": 1,
  "total_energy_ev": -13388.4459,
  "max_force_ev_per_a": 6.03
}

=====

{
  "formula": "C6H6N2O2",
  "method": "wB97M-V/def2-TZVPD",
  "symbols": ["N", "C", "C", "C", "C", "C", "C", "N", "O", "O", "H", "H", "H", "H", "H", "H"],
  "xyz": [[-1.950, 0.211, -1.278], [-0.711, -0.070, -0.612], [-0.166, -1.367, -0.687], [0.922, -1.824, 0.160], [1.632, -1.041, 0.806], [1.298, 0.369, 0.701], [0.189, 0.770, 0.062], [-0.175, 2.197, 0.347], [0.529, 2.886, 1.024], [-1.355, 2.585, 0.217], [-2.862, -0.554, -0.999], [-2.263, 1.266, -1.162], [-0.547, -2.218, -1.293], [0.948, -3.027, 0.508], [2.582, -1.436, 1.094], [1.930, 1.252, 1.113]],
  "multiplicity": 1,
  "total_energy_ev": -13388.6229,
  "smiles": "Nc1ccccc1[N+](=O)[O-]",
  "max_force_ev_per_a": 11.25
}

=====

{
  "formula": "C6H6N2O2S",
  "method": "wB97M-V/def2-TZVPD",
  "symbols": ["C", "C", "C", "C", "C", "C", "N", "N", "O", "O", "S", "H", "H", "H", "H", "H", "H"],
  "xyz": [[0.897, -2.673, 0.259], [0.076, -1.570, 0.262], [2.030, -1.024, -0.506], [-1.025, 1.260, 1.018], [0.353, 0.795, -0.384], [0.550, 1.800, -1.186], [2.165, -2.302, -0.217], [0.790, -0.526, -0.235], [-3.486, 1.361, 1.619], [-2.961, 1.789, -0.731], [-2.576, 1.292, 0.527], [0.548, -3.560, 0.628], [-0.920, -1.479, 0.547], [3.056, -0.582, -0.563], [-0.877, 0.613, 1.851], [1.253, 2.033, -1.941], [0.128, 2.773, -0.947]],
  "multiplicity": 1,
  "total_energy_ev": -24223.6361,
  "max_force_ev_per_a": 5.22
}

=====

{
  "formula": "C6H6N2O3",
  "method": "wB97M-V/def2-TZVPD",
  "symbols": ["C", "C", "C", "O", "C", "C", "C", "N", "N", "O", "O", "H", "H", "H", "H", "H", "H"],
  "xyz": [[0.527, 0.321, 2.420], [-0.321, -0.345, 1.292], [-1.634, -0.324, 1.332], [-2.788, -0.234, 1.172], [0.432, -1.349, 0.458], [0.472, -1.493, -0.874], [-0.010, -0.446, -1.777], [0.251, 0.749, -1.712], [-0.059, 1.856, -2.333], [-1.115, 2.320, -2.067], [0.803, 2.365, -3.005], [1.429, 0.612, 1.884], [0.512, -0.059, 3.450], [-0.143, 1.177, 2.686], [0.919, -2.180, 1.046], [1.269, -2.173, -1.269], [-0.544, -0.798, -2.704]],
  "multiplicity": 1,
  "total_energy_ev": -15434.8378,
  "smiles": "CC(=C=O)/C=C\\C=N\\[N+](=O)[O-]",
  "max_force_ev_per_a": 4.43
}

=====

{
  "formula": "C6H6N2O3",
  "method": "wB97M-V/def2-TZVPD",
  "symbols": ["C", "C", "C", "C", "C", "C", "N", "N", "O", "O", "O", "H", "H", "H", "H", "H", "H"],
  "xyz": [[-0.892, -0.853, -1.182], [0.365, -0.952, -0.862], [-1.759, 0.074, -0.473], [-1.272, 0.437, 0.895], [0.177, 0.816, 0.930], [1.021, -0.214, 0.293], [2.019, -0.747, 1.038], [1.849, 0.592, -1.143], [-2.880, 0.474, -0.872], [2.705, -1.674, 0.757], [1.483, 1.702, -1.141], [-1.215, -1.446, -2.083], [0.913, -1.737, -1.381], [-2.144, 1.077, 1.464], [-1.349, -0.522, 1.450], [0.407, 1.867, 0.391], [0.572, 1.104, 1.919]],
  "multiplicity": 1,
  "total_energy_ev": -15434.7087,
  "max_force_ev_per_a": 4.53
}

=====

{
  "formula": "C6H6N2O3S",
  "method": "wB97M-V/def2-TZVPD",
  "symbols": ["C", "C", "C", "C", "C", "C", "N", "N", "O", "O", "O", "S", "H", "H", "H", "H", "H", "H"],
  "xyz": [[0.939, -1.124, 1.686], [-0.141, -1.589, 0.956], [1.803, -0.190, 1.135], [-0.368, -1.123, -0.326], [1.585, 0.295, -0.141], [0.491, -0.165, -0.864], [-2.031, 1.236, 1.213], [-0.938, 0.292, -2.639], [0.364, 0.290, -2.150], [-1.025, 0.662, -3.761], [-1.171, 2.369, -0.863], [-1.918, 1.262, -0.296], [1.116, -1.500, 2.682], [-0.804, -2.327, 1.379], [2.658, 0.156, 1.696], [-1.183, -1.503, -0.923], [2.243, 1.019, -0.594], [-1.621, 1.940, 1.810]],
  "multiplicity": 3,
  "total_energy_ev": -26270.7752,
  "max_force_ev_per_a": 2.66
}

=====

{
  "formula": "C6H6N2S2",
  "method": "wB97M-V/def2-TZVPD",
  "symbols": ["C", "C", "C", "C", "C", "C", "N", "N", "S", "S", "H", "H", "H", "H", "H", "H"],
  "xyz": [[-0.926, -0.746, -0.599], [-2.111, -0.527, -1.136], [-1.936, 0.467, 1.131], [-0.795, -0.120, 0.674], [2.395, 0.160, -0.725], [0.505, -0.120, 1.239], [1.892, 1.401, -0.515], [1.064, 1.729, 0.272], [-3.206, 0.165, 0.019], [1.781, -1.117, 0.727], [-0.146, -1.029, -1.294], [-2.622, -1.078, -1.996], [-1.921, 0.822, 2.129], [1.926, -0.362, -1.628], [3.464, 0.080, -0.537], [0.636, 0.276, 2.238]],
  "multiplicity": 1,
  "total_energy_ev": -30966.2064,
  "max_force_ev_per_a": 4.44
}

=====

{
  "formula": "C6H6N4O",
  "method": "wB97M-V/def2-TZVPD",
  "symbols": ["C", "C", "C", "C", "C", "C", "H", "H", "H", "H", "H", "H", "N", "N", "N", "N", "O"],
  "xyz": [[-0.843, 2.747, 0.079], [-0.848, 1.299, 0.001], [-1.935, 0.537, -0.079], [-1.832, -1.019, -0.050], [0.449, -0.660, 0.092], [2.841, -0.387, -0.113], [-2.182, 3.043, -0.049], [-0.531, 3.032, 0.970], [-0.274, 3.125, -0.879], [-2.812, 1.036, -0.137], [1.888, -1.851, 1.048], [1.243, 1.342, 0.418], [-0.484, -1.467, 0.010], [1.756, -1.183, 0.152], [3.712, 0.337, -0.274], [0.423, 0.653, 0.121], [-2.771, -1.652, -0.127]],
  "multiplicity": 1,
  "total_energy_ev": -14324.4174,
  "max_force_ev_per_a": 8.37
}

=====

{
  "formula": "C6H6N4O",
  "method": "wB97M-V/def2-TZVPD",
  "symbols": ["C", "C", "C", "C", "C", "C", "N", "N", "N", "N", "O", "H", "H", "H", "H", "H", "H"],
  "xyz": [[1.009, 1.663, -2.457], [0.702, 1.013, -1.154], [1.370, 1.265, -0.004], [0.845, 0.448, 0.985], [-0.114, -0.321, 0.362], [-0.893, -1.302, 1.165], [-0.344, -1.995, 2.110], [-1.334, -2.826, 2.569], [-2.500, -2.700, 1.961], [-2.211, -1.699, 1.062], [-0.332, 0.027, -0.965], [0.159, 2.183, -2.859], [1.748, 2.403, -2.338], [1.466, 0.933, -3.225], [2.057, 2.053, 0.304], [1.186, 0.200, 2.030], [-2.812, -1.345, 0.455]],
  "multiplicity": 1,
  "total_energy_ev": -14324.2985,
  "smiles": "Cc1ccc(-c2nnn[nH]2)o1",
  "max_force_ev_per_a": 4.95
}

=====

{
  "formula": "C6H6N4O3",
  "method": "wB97M-V/def2-TZVPD",
  "symbols": ["C", "C", "C", "C", "C", "C", "N", "N", "N", "N", "O", "O", "O", "H", "H", "H", "H", "H", "H"],
  "xyz": [[-1.230, -1.864, 0.374], [-0.147, -2.005, -0.389], [1.619, 1.163, 0.052], [-0.346, 1.047, -1.399], [-1.058, 0.335, 0.899], [1.169, -0.204, 0.315], [-1.256, -0.812, 1.313], [0.673, -0.921, -0.653], [0.792, 1.751, -0.830], [-1.293, 0.781, -0.491], [2.507, 1.658, 0.705], [-0.521, 1.007, -2.563], [1.274, -0.634, 1.520], [-1.946, -2.607, 0.602], [-0.015, -2.869, -0.956], [-0.892, 1.102, 1.644], [1.185, 2.503, -1.313], [-2.302, 0.475, -0.775], [1.790, 0.093, 1.945]],
  "multiplicity": 3,
  "total_energy_ev": -18417.3154,
  "max_force_ev_per_a": 5.83
}

=====

{
  "formula": "C6H6N4O3S",
  "method": "wB97M-V/def2-TZVPD",
  "symbols": ["C", "S", "O", "O", "C", "N", "C", "O", "N", "C", "N", "C", "N", "C", "H", "H", "H", "H", "H", "H"],
  "xyz": [[2.961, 0.461, -0.065], [1.493, 0.395, -1.174], [1.428, -0.929, -1.720], [1.359, 1.556, -2.046], [-0.101, 0.520, -0.285], [-0.602, 1.731, -0.129], [-1.906, 1.913, 0.579], [-2.348, 2.998, 0.934], [-2.615, 0.781, 0.845], [-2.074, -0.425, 0.627], [-2.444, -1.603, 1.140], [-1.556, -2.517, 0.781], [-0.522, -2.010, 0.076], [-0.831, -0.639, -0.030], [3.718, 0.174, -0.742], [3.208, 1.334, 0.477], [2.530, -0.374, 0.438], [-0.130, 2.543, -0.387], [-1.812, -3.484, 1.050], [0.245, -2.426, -0.371]],
  "multiplicity": 1,
  "total_energy_ev": -29255.5379,
  "smiles": "CS(=O)(=O)c1[nH]c(=O)nc2nc[nH]c12",
  "max_force_ev_per_a": 3.81
}